The following is a DFT calculation (ωB97M-V with the def2-TZVPD basis set) of the molecule C23H22N4O5S.

The geometry in ORCA input format:
```
! RIJCOSX wB97M-V def2-TZVPD def2/J DEFGRID3
* xyz 0 1
O -2.2928 -3.3709 0.3147
C -2.6407 -2.2811 -0.2289
C -3.9682 -2.0101 -0.5471
O -3.9745 -1.1134 -1.4512
C -3.7379 -1.2912 -2.7649
C -3.4826 -2.6641 -3.0918
C -3.0377 -2.7034 -4.5953
C -2.8209 -1.5421 -5.4539
C -2.7036 -0.4175 -4.9595
C -3.3155 -0.2021 -3.7624
N -3.2263 1.1774 -3.1378
O -2.9525 1.3186 -2.0066
O -3.2076 1.9661 -3.9559
N -1.8207 -1.2765 -0.3706
C -0.4375 -0.9717 0.0054
C 0.2224 0.3880 -0.4513
C 1.4970 0.5359 0.0844
C 2.1879 -0.3662 0.9210
N 3.7786 -0.2849 1.0926
C 4.2070 1.2050 0.6551
C 3.7820 2.1824 1.6174
N 3.1939 1.5403 3.0664
C 1.8157 1.4786 3.2989
O 1.5608 0.5478 4.1902
C 0.9083 2.1106 2.5967
C -0.4086 1.7422 2.5516
C -1.1172 2.8575 1.9010
C -0.5530 3.9305 2.0540
S 1.0739 3.8067 2.4269
C 4.0866 0.6613 3.3596
C 4.1411 -0.8563 2.3486
C 1.7647 -1.6813 0.9763
C 0.4548 -1.9367 0.6967
H -4.6725 -1.4878 0.2869
H -4.6495 -2.9103 -0.8356
H -3.7164 -3.5392 -2.9529
H -2.9679 -3.8049 -5.1267
H -2.4743 -1.8778 -6.5811
H -2.5138 0.4264 -5.4454
H -2.3574 -0.3876 -0.4281
H -0.2694 0.9682 -0.9924
H 1.9642 1.1820 -0.2938
H 5.2913 0.7959 0.8987
H 4.0227 1.3356 -0.2605
H 2.8691 2.6398 1.2370
H 4.4873 2.9707 1.9383
H -0.7187 0.7396 2.5338
H -2.0118 2.5617 1.4780
H -1.0052 4.8943 1.6942
H 3.9332 0.0818 4.3371
H 5.2523 0.9904 3.3341
H 5.0481 -1.1204 2.4026
H 3.3234 -1.4365 2.8206
H 2.3250 -2.6424 1.6122
H -0.1369 -2.8586 0.9633
*
```

Output
Maximum force: 15.25 eV Å⁻¹
Calculated total energy: -51220.4528 eV
E_LUMO: -0.5 eV
SMILES: O=C(COc1ccccc1[N+](=O)[O-])Nc1ccc(N2CCN(C(=O)c3cccs3)CC2)cc1
E_HOMO: -7.19 eV
Relative energy (zero: lowest compared OMol25 entry of this formula, charge and spin): 21.941 eV

---

The following is a DFT calculation (ωB97M-V with the def2-TZVPD basis set) of a structure of composition C3H5N3O.

The geometry in ORCA input format:
```
! RIJCOSX wB97M-V def2-TZVPD def2/J DEFGRID3
* xyz 0 1
C -1.9658 0.4916 0.0286
N 1.0915 -1.5043 -0.3809
C 1.3438 -0.1785 -0.2447
C -0.5376 0.1334 -0.1131
O 2.4732 0.3103 0.2399
N 0.0683 -0.8750 0.6819
N 0.3615 0.6823 -0.8746
H 2.4060 1.2774 0.2398
H 1.7411 -2.0352 0.2025
H -2.2023 0.6611 1.0812
H -2.1990 1.3833 -0.5506
H -2.5809 -0.3465 -0.3100
*
```

Output
Maximum force: 0.52 eV Å⁻¹
Calculated total energy: -9706.2785 eV
E_LUMO: 0.6 eV
E_HOMO: -8.66 eV
Relative energy (zero: lowest compared OMol25 entry of this formula, charge and spin): 4.305 eV

---

The following is a DFT calculation (ωB97M-V with the def2-TZVPD basis set) of the molecule C18H21N3O5S.

The geometry in ORCA input format:
```
! RIJCOSX wB97M-V def2-TZVPD def2/J DEFGRID3
* xyz 0 1
O 1.7647 -3.6882 -1.3282
C 0.7895 -2.9885 -1.5080
C 0.7566 -1.9103 -2.6022
O -0.1396 -0.8523 -2.3400
C 0.1109 -0.0293 -1.2897
C 1.1975 -0.1500 -0.4248
C 1.3486 0.7544 0.6128
C 0.4296 1.7689 0.7879
S 0.6600 2.9550 2.1122
O 1.4522 2.3353 3.1325
O -0.6211 3.5037 2.4455
N 1.5663 4.2098 1.5094
C 0.9444 5.1363 0.5938
C 1.2748 4.7814 -0.8604
O 2.6693 4.6722 -1.0508
C 3.2287 3.6793 -0.2176
C 2.9716 3.9926 1.2607
C -0.6623 1.8885 -0.0543
C -0.8220 0.9943 -1.0914
N -0.3414 -3.0617 -0.7960
C -0.5613 -4.0424 0.2358
C -2.0324 -4.3238 0.3773
C -2.4939 -5.3647 1.1774
C -3.8591 -5.5643 1.2809
C -4.7158 -4.7215 0.5872
C -4.1576 -3.7136 -0.1804
N -2.8538 -3.5190 -0.2835
H 0.3943 -2.3701 -3.5266
H 1.7766 -1.5473 -2.7745
H 1.9176 -0.9440 -0.5406
H 2.1709 0.6696 1.3057
H -0.1281 5.1067 0.7811
H 1.3232 6.1404 0.8160
H 0.9411 5.5712 -1.5355
H 0.7874 3.8338 -1.1380
H 4.2988 3.6770 -0.4308
H 2.8028 2.6970 -0.4747
H 3.2930 3.1765 1.9064
H 3.5111 4.9060 1.5359
H -1.3799 2.6725 0.1282
H -1.6620 1.0596 -1.7643
H -1.1667 -2.5303 -1.0476
H -0.1725 -3.6741 1.1962
H -0.0064 -4.9536 -0.0131
H -1.7946 -5.9985 1.7005
H -4.2507 -6.3643 1.8919
H -5.7857 -4.8445 0.6415
H -4.7744 -3.0257 -0.7436
*
```

Output
Maximum force: 1.06 eV Å⁻¹
Calculated total energy: -44549.3935 eV
E_LUMO: 0.6 eV
SMILES: O=C(COc1ccc(S(=O)(=O)N2CCOCC2)cc1)NCc1ccccn1
E_HOMO: -8.82 eV
Relative energy (zero: lowest compared OMol25 entry of this formula, charge and spin): 2.154 eV

---

The following is a DFT calculation (ωB97M-V with the def2-TZVPD basis set) of a structure of composition C27H50CoOP2.

The geometry in ORCA input format:
```
! RIJCOSX wB97M-V def2-TZVPD def2/J DEFGRID3
* xyz 1 5
Co 0.0368 0.4600 -2.4411
C -0.7186 -2.6744 2.2661
C 0.6155 -2.9533 1.8638
C 0.6599 -1.1502 3.2875
C -0.6905 -1.5422 3.1233
C 1.4707 -2.0496 2.5423
C -1.9423 -3.4180 1.8951
H -1.7052 -4.3027 1.2941
H -2.6469 -2.7893 1.3303
H -2.4709 -3.7589 2.7990
C -1.8482 -0.8885 3.7602
H -2.7846 -1.3931 3.4925
H -1.9116 0.1637 3.4428
H -1.7570 -0.9071 4.8582
C 1.1252 -0.0112 4.0987
H 1.0002 -0.2092 5.1761
H 0.5416 0.8850 3.8425
H 2.1862 0.2003 3.9166
C 2.9483 -2.0443 2.5270
H 3.3487 -2.2768 3.5259
H 3.3470 -1.0544 2.2478
H 3.3384 -2.7881 1.8234
C 1.0610 -3.9951 0.9112
H 1.7126 -4.7316 1.4064
H 1.6370 -3.5603 0.0774
H 0.2069 -4.5303 0.4825
C -1.2119 1.4912 -3.0884
C -1.6309 0.0488 -3.0966
C -1.4778 -0.7143 -4.3972
C 0.0244 -0.9581 -4.7290
C 0.9296 -0.5391 -3.5929
C 1.4401 0.8180 -3.4748
C 0.9596 1.9064 -4.3882
C -0.5984 2.1472 -4.2736
H -1.9644 -0.1595 -5.2124
H 0.2921 -0.4274 -5.6590
H -1.9952 -1.6818 -4.3272
H -1.0836 1.8567 -5.2208
H -1.7607 2.1233 -2.3880
H -2.6404 -0.0888 -2.6765
H -0.7451 3.2294 -4.1435
H 1.4653 2.8452 -4.1090
H 2.4382 0.9548 -3.0280
H 1.2432 1.7042 -5.4333
H 0.1711 -2.0359 -4.9121
H 1.5444 -1.3523 -3.1802
P -1.3475 -1.2226 -1.0858
C -2.8014 -0.5557 -0.2019
C -1.8684 -2.8031 -1.8131
P 2.7074 0.7054 0.6072
C 1.0709 0.9419 -0.2942
C 3.2210 -0.6793 -0.5128
C 3.5789 2.1106 -0.2046
H -2.4059 -0.0077 0.6673
H -3.4782 -1.3586 0.1196
H -3.3369 0.1673 -0.8316
H -1.2531 -3.0369 -2.6942
H -2.9313 -2.7759 -2.0957
H -1.6750 -3.5832 -1.0606
H 3.2471 2.2334 -1.2448
H 4.6615 1.9319 -0.1654
H 3.3425 3.0230 0.3600
H 0.2347 0.9106 0.4538
H 1.0371 1.9399 -0.7833
H 4.0448 -1.2360 -0.0475
H 3.5355 -0.2839 -1.4881
H 2.3641 -1.3488 -0.6706
C -1.6909 3.5320 0.9653
C -0.9488 2.7797 2.0825
C 0.4056 3.4757 2.3071
C -1.7654 2.9227 3.3790
O -0.8041 1.4671 1.7898
H -1.7890 4.5979 1.2079
H -2.6900 3.1051 0.8365
H -1.1543 3.4296 0.0165
H 0.2604 4.5162 2.6236
H 0.9767 2.9488 3.0776
H 0.9960 3.4640 1.3860
H -2.7485 2.4605 3.2463
H -1.2599 2.4029 4.1996
H -1.8956 3.9772 3.6497
*
```

Output
Maximum force: 11.72 eV Å⁻¹
Calculated total energy: -87045.4744 eV
E_LUMO (alpha / beta): -4.2 / -5.2 eV
E_HOMO (alpha / beta): -9.42 / -9.02 eV
Relative energy (zero: lowest compared OMol25 entry of this formula, charge and spin): 9.443 eV

---

The following is a DFT calculation (ωB97M-V with the def2-TZVPD basis set) of a cluster of 2 separate species, C3H11NO3 in total.

The geometry in ORCA input format:
```
! RIJCOSX wB97M-V def2-TZVPD def2/J DEFGRID3
* xyz 0 1
O -1.6253 0.4253 1.8669
C -0.3358 0.7079 2.3352
C 0.6681 -0.1205 1.5426
N 0.4069 -0.0952 0.0919
C 1.5505 -0.2501 -0.8509
O 1.9194 -1.6366 -1.0112
H -1.8737 0.6897 0.9513
H -0.2802 0.4910 3.4213
H -0.2375 1.7858 2.1426
H 0.8370 -1.2007 1.7094
H 1.5912 0.3801 1.7747
H -0.5535 -0.1214 -0.2005
H 2.5583 0.2313 -0.6114
H 1.0843 0.1479 -1.7320
H 1.0615 -2.1293 -0.9619
O -2.5493 0.2393 -3.7767
H -1.9272 0.9190 -3.5109
H -2.2947 -0.4634 -3.1803
*
```

Output
Maximum force: 2.96 eV Å⁻¹
Calculated total energy: -10920.1773 eV
E_LUMO: 0.1 eV
SMILES: OCCNCO.O
E_HOMO: -9.11 eV
Relative energy (zero: lowest compared OMol25 entry of this formula, charge and spin): 2.828 eV

---

The following is a DFT calculation (ωB97M-V with the def2-TZVPD basis set) of a structure of composition C6H6N.

The geometry in ORCA input format:
```
! RIJCOSX wB97M-V def2-TZVPD def2/J DEFGRID3
* xyz 1 1
C 1.8582 0.4008 0.4179
C 1.0736 1.3958 0.2318
C -1.2717 -0.8336 0.2099
C -0.0756 -0.5961 -0.3530
C 1.8954 -0.9957 -0.0643
C -1.4784 0.6709 0.3111
N -0.1364 0.9152 -0.4003
H -1.8272 -1.7298 0.2405
H 2.2672 -1.2181 -0.9511
H 1.7899 -1.6859 0.7721
H -2.2371 1.1805 -0.2455
H -1.4796 1.2269 1.1972
H -0.3783 1.2691 -1.3664
*
```

Output
Maximum force: 7.53 eV Å⁻¹
Calculated total energy: -7793.0958 eV
E_LUMO (alpha / beta): -6.5 / -6.4 eV
E_HOMO (alpha / beta): -14.57 / -14.85 eV
Relative energy (zero: lowest compared OMol25 entry of this formula, charge and spin): 6.647 eV